(1)
{"formula": "C28H24N3O3STcTe", "method": "the ωB97M-V functional and the def2-TZVPD basis", "species": ["Tc", "N", "C", "S", "N", "N", "C", "C", "C", "C", "C", "C", "C", "O", "H", "H", "H", "H", "H", "H", "H", "C", "C", "O", "C", "C", "C", "C", "C", "C", "O", "H", "H", "H", "H", "H", "H", "H", "C", "C", "C", "C", "C", "C", "H", "H", "H", "H", "H", "Te", "C", "C", "C", "C", "C", "C", "H", "H", "H", "H", "H"], "xyz": [[0.26, 0.67, 0.21], [2.94, -0.27, 3.52], [1.86, -0.16, 2.68], [1.11, 1.40, 2.60], [1.46, -1.22, 2.06], [0.44, -1.06, 1.17], [-0.38, -2.14, 1.14], [-1.79, -1.95, 0.79], [-2.65, -3.04, 0.92], [-4.00, -2.96, 0.61], [-4.53, -1.74, 0.19], [-3.73, -0.63, 0.13], [-2.35, -0.69, 0.42], [-1.66, 0.41, 0.36], [3.01, 0.46, 4.22], [3.15, -1.21, 3.83], [-0.24, -2.81, 1.99], [-2.23, -3.96, 1.28], [-4.63, -3.83, 0.70], [-5.58, -1.67, -0.07], [-4.13, 0.33, -0.16], [4.44, 1.38, -0.64], [2.99, 1.73, -0.35], [2.22, 0.77, -0.11], [2.57, 3.10, -0.36], [3.53, 4.14, -0.38], [3.17, 5.46, -0.34], [1.82, 5.81, -0.29], [0.86, 4.85, -0.30], [1.17, 3.46, -0.33], [0.21, 2.63, -0.36], [4.52, 0.30, -0.72], [5.09, 1.73, 0.16], [4.75, 1.84, -1.58], [4.57, 3.87, -0.40], [3.93, 6.23, -0.34], [1.54, 6.86, -0.24], [-0.20, 5.10, -0.27], [-0.25, -0.26, -4.63], [0.52, 0.79, -4.16], [0.70, 0.97, -2.80], [0.10, 0.13, -1.86], [-0.68, -0.90, -2.36], [-0.85, -1.11, -3.72], [-0.40, -0.40, -5.69], [0.98, 1.49, -4.86], [1.32, 1.79, -2.48], [-1.19, -1.57, -1.68], [-1.46, -1.93, -4.06], [0.81, -3.49, -0.51], [0.35, -5.60, -0.35], [-0.95, -6.06, -0.21], [-1.22, -7.41, -0.03], [-0.19, -8.33, -0.03], [1.11, -7.89, -0.23], [1.38, -6.54, -0.37], [-1.76, -5.36, -0.25], [-2.24, -7.74, 0.11], [-0.39, -9.38, 0.11], [1.93, -8.60, -0.27], [2.39, -6.20, -0.51]], "gap_ev": [5.95, 5.67], "multiplicity": 4, "energy_ha": -2218.44174, "charge": -1}

=====

(2)
{"formula": "C40H42NOP2Ti", "method": "the ωB97M-V functional and the def2-TZVPD basis", "species": ["Ti", "C", "C", "C", "C", "C", "C", "C", "C", "C", "H", "H", "H", "H", "H", "H", "H", "H", "H", "H", "H", "H", "H", "H", "H", "P", "P", "C", "C", "C", "C", "C", "C", "C", "C", "C", "C", "C", "C", "C", "C", "C", "C", "C", "C", "C", "C", "C", "C", "C", "C", "C", "C", "H", "H", "H", "H", "H", "H", "H", "H", "H", "H", "H", "H", "H", "H", "H", "H", "H", "H", "H", "H", "H", "H", "O", "N", "C", "C", "C", "C", "C", "H", "H", "H", "H", "H"], "xyz": [[-0.31, 0.99, 0.03], [-3.58, -3.08, 2.99], [-2.31, -2.97, 2.52], [-1.75, -3.65, 1.31], [-1.78, -2.86, -0.01], [-3.07, -2.13, -0.30], [-4.24, -2.33, 0.27], [-4.68, -3.71, 0.72], [-4.73, -3.70, 2.27], [-0.26, 3.04, -0.52], [-3.76, -2.82, 4.04], [-1.55, -2.65, 3.24], [-2.34, -4.59, 1.21], [-0.67, -3.87, 1.49], [-0.98, -2.09, -0.08], [-1.51, -3.57, -0.80], [-2.98, -1.29, -1.01], [-5.03, -1.55, 0.32], [-4.06, -4.54, 0.32], [-5.69, -3.97, 0.38], [-5.65, -3.20, 2.63], [-4.73, -4.74, 2.59], [-1.18, 3.66, -0.36], [-0.14, 2.93, -1.62], [0.55, 3.67, -0.17], [2.50, 1.01, 0.67], [1.26, 0.75, -1.88], [2.82, -0.57, -0.17], [2.15, -0.74, -1.33], [4.30, 1.36, 1.16], [5.34, 0.41, 1.17], [6.61, 0.71, 1.67], [6.89, 1.99, 2.15], [5.90, 2.98, 2.06], [4.63, 2.67, 1.55], [1.72, 0.32, 2.18], [0.41, -0.25, 2.02], [-0.31, -0.50, 3.24], [0.39, -0.56, 4.45], [1.80, -0.39, 4.47], [2.45, 0.08, 3.33], [2.67, 1.50, -3.02], [3.93, 1.87, -2.50], [5.00, 2.25, -3.33], [4.85, 2.29, -4.72], [3.63, 1.88, -5.26], [2.57, 1.50, -4.42], [0.15, 0.20, -3.21], [-0.72, 1.14, -3.78], [-1.69, 0.71, -4.69], [-1.74, -0.65, -5.05], [-0.80, -1.55, -4.55], [0.16, -1.12, -3.65], [3.50, -1.31, 0.28], [2.19, -1.65, -1.93], [5.17, -0.60, 0.78], [7.38, -0.07, 1.69], [7.88, 2.21, 2.58], [6.14, 3.99, 2.40], [3.88, 3.46, 1.48], [0.19, -0.96, 1.20], [-1.38, -0.72, 3.22], [-0.12, -0.74, 5.40], [2.38, -0.54, 5.39], [3.54, 0.20, 3.30], [4.11, 1.84, -1.42], [5.96, 2.53, -2.90], [5.68, 2.60, -5.37], [3.51, 1.87, -6.35], [1.65, 1.18, -4.91], [-0.67, 2.20, -3.52], [-2.41, 1.41, -5.11], [-2.50, -1.00, -5.75], [-0.80, -2.60, -4.84], [0.90, -1.82, -3.27], [-2.10, 1.29, 0.59], [-3.40, 1.47, 1.14], [-4.01, 0.42, 1.74], [-5.40, 0.40, 1.97], [-6.13, 1.56, 1.73], [-5.47, 2.70, 1.29], [-4.08, 2.66, 1.08], [-3.40, -0.45, 1.99], [-5.85, -0.52, 2.35], [-7.22, 1.55, 1.92], [-6.05, 3.62, 1.07], [-3.56, 3.59, 0.81]], "gap_ev": [3.47, 6.61], "multiplicity": 4, "energy_ha": -3211.21389, "charge": 0}

=====

(3)
{"formula": "C49H55FeN2O3P2SSi", "method": "the ωB97M-V functional and the def2-TZVPD basis", "species": ["Fe", "O", "P", "C", "P", "O", "C", "C", "C", "C", "C", "C", "C", "C", "C", "C", "C", "C", "C", "C", "C", "C", "C", "C", "C", "C", "C", "C", "C", "C", "H", "H", "H", "H", "H", "H", "H", "H", "H", "H", "H", "H", "H", "H", "H", "H", "H", "H", "H", "H", "H", "H", "C", "C", "C", "C", "N", "C", "C", "C", "C", "C", "C", "N", "H", "H", "H", "H", "H", "H", "H", "H", "C", "C", "C", "S", "O", "C", "C", "C", "H", "H", "H", "H", "H", "H", "H", "H", "H", "H", "H", "H", "H", "H", "C", "Si", "C", "C", "C", "C", "C", "C", "C", "H", "H", "H", "H", "H", "H", "H", "H", "H", "H", "H"], "xyz": [[-0.58, -0.20, -0.22], [1.47, -0.55, -0.52], [2.80, 0.16, -0.38], [2.57, 1.79, 0.41], [1.18, 2.70, -0.30], [0.01, 1.78, -0.56], [0.76, 3.93, 0.94], [-0.55, 3.96, 1.39], [-0.92, 4.87, 2.38], [0.02, 5.74, 2.90], [1.34, 5.70, 2.46], [1.71, 4.80, 1.48], [1.72, 3.46, -1.83], [2.81, 4.34, -1.87], [3.19, 4.91, -3.08], [2.50, 4.60, -4.24], [1.42, 3.73, -4.20], [1.03, 3.16, -3.00], [3.56, 0.44, -1.97], [2.85, 0.16, -3.13], [3.43, 0.39, -4.37], [4.72, 0.90, -4.44], [5.44, 1.17, -3.28], [4.86, 0.94, -2.05], [3.96, -0.72, 0.65], [4.72, -0.11, 1.65], [5.63, -0.86, 2.38], [5.79, -2.21, 2.12], [5.04, -2.82, 1.12], [4.13, -2.07, 0.38], [3.49, 2.38, 0.34], [2.34, 1.61, 1.46], [-1.27, 3.27, 0.98], [-1.94, 4.89, 2.73], [-0.27, 6.45, 3.66], [2.07, 6.38, 2.87], [2.74, 4.77, 1.15], [3.36, 4.59, -0.98], [4.02, 5.59, -3.11], [2.80, 5.04, -5.18], [0.88, 3.49, -5.11], [0.19, 2.47, -2.96], [1.85, -0.25, -3.06], [2.89, 0.16, -5.27], [5.18, 1.07, -5.41], [6.45, 1.55, -3.35], [5.43, 1.13, -1.14], [4.61, 0.94, 1.87], [6.21, -0.39, 3.16], [6.50, -2.79, 2.68], [5.17, -3.87, 0.91], [3.55, -2.54, -0.40], [-0.50, -0.01, 4.09], [-0.04, -1.28, 4.46], [0.16, -2.24, 3.51], [-0.11, -1.95, 2.16], [-0.53, -0.71, 1.81], [-0.73, 0.22, 2.75], [0.03, -2.93, 1.10], [0.89, -4.02, 1.20], [1.17, -4.81, 0.11], [0.65, -4.42, -1.16], [-0.25, -3.42, -1.23], [-0.75, -2.75, -0.08], [-0.68, 0.76, 4.82], [0.14, -1.50, 5.51], [0.48, -3.23, 3.79], [-1.06, 1.19, 2.40], [1.39, -4.21, 2.14], [1.82, -5.67, 0.19], [0.97, -4.91, -2.06], [-0.72, -3.14, -2.16], [-3.24, 4.38, -0.82], [-3.93, 3.57, -1.92], [-3.17, 2.31, -2.32], [-3.46, 0.69, -1.53], [-2.46, 0.58, -0.36], [-5.09, 0.79, -0.78], [-5.24, 1.53, 0.55], [-4.92, 0.66, 1.77], [-3.81, 5.28, -0.60], [-2.24, 4.69, -1.15], [-3.12, 3.82, 0.10], [-3.99, 4.19, -2.81], [-4.95, 3.34, -1.64], [-2.09, 2.44, -2.18], [-3.34, 2.07, -3.37], [-5.38, -0.26, -0.67], [-5.72, 1.21, -1.57], [-6.27, 1.87, 0.62], [-4.61, 2.42, 0.56], [-5.42, -0.30, 1.72], [-5.25, 1.16, 2.68], [-3.85, 0.49, 1.86], [-3.34, -3.05, -1.45], [-2.50, -3.34, 0.19], [-3.25, -2.34, 1.56], [-2.34, -5.14, 0.62], [-2.05, -5.50, 1.94], [-1.88, -6.83, 2.29], [-2.01, -7.82, 1.33], [-2.30, -7.48, 0.02], [-2.46, -6.15, -0.33], [-4.37, -2.75, -1.30], [-3.35, -3.95, -2.07], [-2.85, -2.27, -2.03], [-4.29, -2.66, 1.67], [-3.25, -1.28, 1.33], [-2.76, -2.48, 2.52], [-1.95, -4.74, 2.70], [-1.65, -7.10, 3.32], [-1.89, -8.86, 1.61], [-2.40, -8.26, -0.73], [-2.68, -5.91, -1.37]], "gap_ev": [6.68, 7.93], "multiplicity": 6, "energy_ha": -4869.24864, "charge": 2}